Here is a structure of composition C4H12AlO2 at a distorted geometry from the OMol25 dataset. Energies are from ωB97M-V with the def2-TZVPD basis set.

Element x y z (Å)
1 Al 0.06 1.32 0.05
2 C 3.06 -0.71 3.37
3 C 1.60 -0.69 2.99
4 O 1.18 0.65 2.71
5 H 3.11 -0.19 4.32
6 H 3.66 -0.19 2.62
7 H 3.44 -1.73 3.47
8 H 0.99 -1.07 3.81
9 H 1.35 -1.29 2.12
10 H 1.67 1.22 3.32
11 C -2.18 0.72 -4.05
12 C -2.61 0.31 -2.67
13 O -1.53 -0.26 -1.93
14 H -1.81 -0.22 -4.46
15 H -1.35 1.43 -3.96
16 H -2.89 1.15 -4.75
17 H -3.38 -0.46 -2.67
18 H -2.97 1.18 -2.12
19 H -1.40 -1.17 -2.19

Its strongest force on any atom is 3.0 eV Å⁻¹. The calculation puts the energy relative to the best compared isomer or geometry (same formula, charge and spin) at 0.000 eV. As for the net charge: +2. The calculation puts the HOMO energy (alpha / beta) at -16.881 / -16.825 eV. As for the multiplicity: 2. For the LUMO energy (alpha / beta), the calculation gives -8.644 / -14.342 eV. The total energy is -551.71712 Eh. The calculation puts the frontier orbital gap (alpha / beta) at 8.24 / 2.48 eV.

Löwdin population analysis, charges in e, atoms 1 to 8: 1.1498 0.0102 -0.1496 0.0809 0.1157 0.1175 0.1291 0.2164

Here is a structure of composition C4H12AsBNO4STl from the OMol25 dataset. Energies are from ωB97M-V with the def2-TZVPD basis set.

Element x y z (Å)
1 Tl 0.28 -0.70 -0.38
2 C 1.98 4.51 0.98
3 As 2.03 2.61 0.41
4 C 2.43 3.00 -1.46
5 C 3.85 2.26 1.02
6 H 2.88 5.04 0.64
7 H 1.91 4.59 2.06
8 H 1.10 5.00 0.54
9 H 3.24 3.73 -1.54
10 H 1.54 3.40 -1.95
11 H 2.71 2.06 -1.94
12 H 4.54 2.99 0.58
13 H 4.12 1.24 0.75
14 H 3.88 2.35 2.11
15 O 4.31 -0.93 0.44
16 S 3.25 -1.31 -0.49
17 O 2.52 -0.06 -0.98
18 O 2.16 -2.09 0.23
19 O 3.74 -2.07 -1.64
20 B -6.08 0.69 -3.00
21 C -4.54 0.41 -2.68
22 N -3.42 0.21 -2.45
23 H -6.43 -0.05 -3.91
24 H -6.73 0.46 -1.99
25 H -6.20 1.86 -3.33

Its strongest force on any atom is 0.2 eV Å⁻¹. The calculation puts the energy relative to the best compared isomer or geometry (same formula, charge and spin) at 0.125 eV. As for the net charge: -2. The calculation puts the HOMO energy at -3.091 eV. As for the multiplicity: 1. For the LUMO energy, the calculation gives 4.853 eV. The total energy is -3346.70835 Eh. The calculation puts the frontier orbital gap at 7.94 eV.

Löwdin population analysis, charges in e, atoms 1 to 8: 0.8123 -0.3822 1.0278 -0.3402 -0.3348 0.0047 -0.0016 0.0017

Here is the molecule C4H12BN at a distorted geometry from the OMol25 dataset. Energies are from ωB97M-V with the def2-TZVPD basis set.

Element x y z (Å)
1 B 1.28 1.79 -0.98
2 N 0.73 1.03 0.00
3 C -0.49 0.27 -0.09
4 C -1.59 1.00 0.74
5 C -0.44 -1.15 0.35
6 C 0.81 -1.93 -0.13
7 H 2.50 1.98 -0.99
8 H 0.56 2.30 -1.70
9 H 1.35 0.46 0.54
10 H -0.82 0.35 -1.07
11 H -2.45 0.28 0.84
12 H -1.26 1.30 1.62
13 H -1.82 1.90 0.10
14 H -1.22 -1.67 -0.10
15 H -0.52 -1.24 1.34
16 H 0.53 -3.03 -0.15
17 H 1.29 -1.68 -1.01
18 H 1.54 -1.94 0.71

Its strongest force on any atom is 6.2 eV Å⁻¹. The calculation puts the energy relative to the best compared isomer or geometry (same formula, charge and spin) at 1.572 eV. The calculation puts the HOMO energy at -9.921 eV. As for the multiplicity: 1. The structure (SMILES) is BN[C@H](C)CC. For the LUMO energy, the calculation gives 0.875 eV. The total energy is -239.17868 Eh. The calculation puts the frontier orbital gap at 10.80 eV.

Löwdin population analysis, charges in e, atoms 1 to 8: -0.1714 0.0351 -0.4175 -0.0286 -0.2001 -0.0761 0.0385 0.0206

Here is the molecule C4H12BNO at a distorted geometry from the OMol25 dataset. Energies are from ωB97M-V with the def2-TZVPD basis set.

Element x y z (Å)
1 C -1.95 0.34 -0.26
2 C -1.16 -1.05 -0.46
3 C 0.32 -1.00 -0.19
4 C 0.92 -0.83 1.50
5 B 1.05 0.45 -0.52
6 N 0.64 1.68 0.00
7 O 2.22 0.33 -1.30
8 H -3.03 0.11 -0.33
9 H -1.64 1.05 -0.90
10 H -1.62 0.73 0.74
11 H -1.68 -1.73 0.07
12 H -1.26 -1.31 -1.56
13 H 0.90 -1.77 -0.68
14 H 1.98 -0.71 1.48
15 H 0.61 -1.78 1.92
16 H 0.51 -0.10 2.01
17 H -0.13 1.85 0.62
18 H 0.78 2.53 -0.63
19 H 2.52 1.22 -1.51

Its strongest force on any atom is 6.6 eV Å⁻¹. The calculation puts the energy relative to the best compared isomer or geometry (same formula, charge and spin) at 1.884 eV. The calculation puts the HOMO energy at -9.083 eV. As for the multiplicity: 1. The structure (SMILES) is CC[C@H](C)B(N)O. For the LUMO energy, the calculation gives 0.521 eV. The total energy is -314.47763 Eh. The calculation puts the frontier orbital gap at 9.60 eV.

Löwdin population analysis, charges in e, atoms 1 to 8: -0.0762 -0.2193 -0.1528 0.0150 -0.6604 0.1736 0.1112 0.0827

Here is a structure of composition C4H12BrNOTi at a distorted geometry from the OMol25 dataset. Energies are from ωB97M-V with the def2-TZVPD basis set.

Element x y z (Å)
1 Ti -3.17 -1.12 6.21
2 Br -2.92 -4.72 3.41
3 C 1.56 -0.03 1.20
4 C 0.53 0.04 0.05
5 C 0.79 1.11 -1.01
6 O -0.07 0.94 -2.12
7 C -1.37 1.48 -2.02
8 N 0.50 -1.27 -0.60
9 H 1.44 -1.53 -0.87
10 H 0.31 -1.94 0.14
11 H -0.15 -1.22 -1.36
12 H 1.47 0.84 1.84
13 H 2.59 0.10 0.87
14 H 1.64 -0.96 1.78
15 H -0.47 0.28 0.42
16 H 1.78 1.10 -1.46
17 H 0.63 2.06 -0.49
18 H -1.29 2.56 -1.93
19 H -1.85 1.05 -1.14
20 H -1.94 1.22 -2.90

Its strongest force on any atom is 1.7 eV Å⁻¹. The calculation puts the energy relative to the best compared isomer or geometry (same formula, charge and spin) at 3.764 eV. As for the net charge: +1. The calculation puts the HOMO energy (alpha / beta) at -9.199 / -9.214 eV. As for the multiplicity: 4. For the LUMO energy (alpha / beta), the calculation gives -4.661 / -4.376 eV. The total energy is -3712.62540 Eh. The calculation puts the frontier orbital gap (alpha / beta) at 4.54 / 4.84 eV.

Löwdin population analysis, charges in e, atoms 1 to 8: 0.8241 -0.8225 -0.0174 -0.3257 -0.1764 -0.1911 -0.0720 0.2439

Here is the molecule C4H12ClNOSSi at a distorted geometry from the OMol25 dataset. Energies are from ωB97M-V with the def2-TZVPD basis set.

Element x y z (Å)
1 C -1.19 2.20 0.25
2 C -0.28 -0.51 -1.91
3 C -1.37 0.75 0.75
4 C -0.22 -2.24 0.70
5 N 1.30 0.34 0.66
6 O 3.13 0.84 -1.15
7 Si -0.12 -0.46 -0.01
8 S 2.87 0.71 0.27
9 Cl 3.83 -1.07 0.89
10 H -0.85 2.02 -0.71
11 H -2.16 2.59 0.28
12 H 0.39 -1.23 -2.34
13 H -1.30 -0.87 -2.14
14 H -0.24 0.46 -2.57
15 H -0.43 2.63 0.91
16 H -2.28 0.39 0.24
17 H -1.41 0.73 1.84
18 H -0.49 -2.26 1.79
19 H -0.94 -2.68 0.09
20 H 0.72 -2.78 0.56
21 H 1.07 0.43 1.59

Its strongest force on any atom is 3.9 eV Å⁻¹. The calculation puts the energy relative to the best compared isomer or geometry (same formula, charge and spin) at 0.000 eV. The calculation puts the HOMO energy at -9.598 eV. As for the multiplicity: 1. For the LUMO energy, the calculation gives 0.565 eV. The total energy is -1437.47920 Eh. The calculation puts the frontier orbital gap at 10.16 eV.

Löwdin population analysis, charges in e, atoms 1 to 8: -0.1332 -0.1690 -0.3152 -0.1557 -0.3695 -0.5060 0.4914 0.5336

Here is a cluster of 3 separate species, C4H12ClO2 in total at a distorted geometry from the OMol25 dataset. Energies are from ωB97M-V with the def2-TZVPD basis set.

Element x y z (Å)
1 Cl 0.53 -0.01 -0.10
2 C -0.75 -1.51 3.81
3 C 0.50 -1.79 3.16
4 O 1.22 -0.63 2.80
5 H -1.24 -2.37 4.37
6 H -1.47 -0.82 3.27
7 H -0.63 -0.89 4.67
8 H 0.18 -2.39 2.23
9 H 1.21 -2.43 3.73
10 H 1.00 -0.44 1.81
11 C -0.39 2.29 -3.17
12 C -0.06 0.86 -3.66
13 O 1.11 0.59 -3.14
14 H 0.20 2.99 -3.56
15 H -0.42 2.50 -2.04
16 H -1.23 2.65 -3.75
17 H 0.04 0.76 -4.69
18 H -0.85 0.30 -3.42
19 H 1.06 0.36 -2.30

Its strongest force on any atom is 7.2 eV Å⁻¹. The calculation puts the energy relative to the best compared isomer or geometry (same formula, charge and spin) at 2.088 eV. As for the net charge: -1. The calculation puts the HOMO energy at -4.886 eV. As for the multiplicity: 1. For the LUMO energy, the calculation gives 3.897 eV. The total energy is -770.28083 Eh. The calculation puts the frontier orbital gap at 8.78 eV.

Löwdin population analysis, charges in e, atoms 1 to 8: -0.2579 -0.1595 -0.4217 -0.1852 0.0879 0.1022 0.0395 0.1193

Here is a cluster of 3 separate species, C4H12ClO2S2 in total at a distorted geometry from the OMol25 dataset. Energies are from ωB97M-V with the def2-TZVPD basis set.

Element x y z (Å)
1 Cl -19.67 -6.48 25.62
2 C -21.11 -9.42 24.54
3 S -20.02 -10.12 23.28
4 O -18.95 -9.08 23.08
5 C -19.38 -11.47 24.33
6 H -21.95 -10.10 24.76
7 H -21.65 -8.57 24.13
8 H -20.57 -9.10 25.43
9 H -18.57 -11.95 23.78
10 H -20.16 -12.20 24.53
11 H -19.02 -11.05 25.27
12 C -17.24 -11.02 28.54
13 S -16.80 -9.39 27.82
14 O -16.89 -9.51 26.31
15 C -18.32 -8.52 28.31
16 H -16.51 -11.78 28.26
17 H -18.23 -11.25 28.16
18 H -17.17 -10.90 29.62
19 H -19.18 -9.02 27.87
20 H -18.31 -7.48 27.97
21 H -18.34 -8.33 29.39

Its strongest force on any atom is 1.5 eV Å⁻¹. The calculation puts the energy relative to the best compared isomer or geometry (same formula, charge and spin) at 0.480 eV. As for the net charge: -1. The calculation puts the HOMO energy at -3.584 eV. As for the multiplicity: 1. For the LUMO energy, the calculation gives 2.805 eV. The total energy is -1566.63747 Eh. The calculation puts the frontier orbital gap at 6.39 eV.

Löwdin population analysis, charges in e, atoms 1 to 8: -0.6493 -0.3265 0.7797 -0.5596 -0.2763 0.0418 0.0343 -0.0128

Here is a structure of composition C4H12IMnO2 at a distorted geometry from the OMol25 dataset. Energies are from ωB97M-V with the def2-TZVPD basis set.

Element x y z (Å)
1 Mn 5.52 2.07 5.29
2 I 2.16 2.30 3.17
3 C 2.30 -2.59 -1.79
4 C 1.94 -1.15 -2.20
5 O 2.85 -0.20 -1.67
6 H 2.49 -2.66 -0.72
7 H 3.22 -2.82 -2.32
8 H 1.56 -3.31 -2.15
9 H 0.95 -0.89 -1.85
10 H 1.94 -1.05 -3.29
11 H 2.48 0.16 -0.86
12 C -3.19 1.28 0.00
13 C -3.27 1.19 1.55
14 O -2.60 0.07 2.05
15 H -3.40 0.33 -0.50
16 H -2.21 1.62 -0.33
17 H -3.87 2.02 -0.43
18 H -4.32 1.15 1.84
19 H -2.86 2.04 2.11
20 H -1.71 0.42 2.08

Its strongest force on any atom is 1.6 eV Å⁻¹. The calculation puts the energy relative to the best compared isomer or geometry (same formula, charge and spin) at 3.228 eV. As for the net charge: +1. The calculation puts the HOMO energy (alpha / beta) at -12.037 / -12.037 eV. As for the multiplicity: 6. For the LUMO energy (alpha / beta), the calculation gives -9.141 / -8.667 eV. The total energy is -1758.30703 Eh. The calculation puts the frontier orbital gap (alpha / beta) at 2.90 / 3.37 eV.

Löwdin population analysis, charges in e, atoms 1 to 8: 1.0631 -0.0651 -0.0813 -0.3216 -0.0868 0.0671 0.0690 0.0717

Here is a structure of composition C4H12IO4 at a distorted geometry from the OMol25 dataset. Energies are from ωB97M-V with the def2-TZVPD basis set.

Element x y z (Å)
1 I -1.45 -1.35 0.06
2 C -0.16 0.42 -3.07
3 C -0.52 -1.07 -3.25
4 O -1.76 -1.38 -2.66
5 O 0.30 0.45 -1.75
6 H -0.98 1.05 -3.42
7 H 0.63 0.70 -3.78
8 H 0.29 -1.65 -2.82
9 H -0.63 -1.40 -4.28
10 H -1.57 -1.78 -1.81
11 H -0.38 0.05 -1.20
12 C 1.01 1.18 3.41
13 C 0.41 0.67 2.10
14 O -0.87 -0.02 2.34
15 O 1.58 0.20 4.23
16 H 0.14 1.48 4.00
17 H 1.68 2.04 3.37
18 H 1.05 0.05 1.47
19 H 0.19 1.63 1.63
20 H -0.89 -0.77 1.74
21 H 1.93 -0.49 3.66

Its strongest force on any atom is 4.6 eV Å⁻¹. The calculation puts the energy relative to the best compared isomer or geometry (same formula, charge and spin) at 2.958 eV. As for the net charge: -1. The calculation puts the HOMO energy at -4.157 eV. As for the multiplicity: 1. For the LUMO energy, the calculation gives 3.443 eV. The total energy is -758.24135 Eh. The calculation puts the frontier orbital gap at 7.60 eV.

Löwdin population analysis, charges in e, atoms 1 to 8: 0.7729 -0.2695 -0.3081 -0.2628 -0.1595 0.1055 0.0994 0.1071

Here is a structure of composition C4H12KO4 at a distorted geometry from the OMol25 dataset. Energies are from ωB97M-V with the def2-TZVPD basis set.

Element x y z (Å)
1 K -0.93 2.80 -3.57
2 C -3.92 -0.44 3.75
3 C -2.94 -0.38 2.51
4 O -3.18 0.91 1.93
5 O -5.25 -0.31 3.36
6 H -3.67 0.36 4.45
7 H -3.83 -1.40 4.25
8 H -3.06 -1.23 1.83
9 H -1.87 -0.52 2.66
10 H -4.11 1.14 2.00
11 H -5.83 -0.62 4.06
12 C 4.28 0.62 -3.03
13 C 3.74 -0.79 -2.73
14 O 2.39 -0.97 -3.01
15 O 3.77 1.48 -1.99
16 H 4.12 0.99 -4.04
17 H 5.33 0.55 -2.74
18 H 3.95 -0.97 -1.68
19 H 4.37 -1.47 -3.30
20 H 2.18 -1.88 -2.77
21 H 4.45 2.15 -1.95

Its strongest force on any atom is 2.4 eV Å⁻¹. The calculation puts the energy relative to the best compared isomer or geometry (same formula, charge and spin) at 2.025 eV. As for the net charge: +1. The calculation puts the HOMO energy at -12.077 eV. As for the multiplicity: 1. For the LUMO energy, the calculation gives -4.271 eV. The total energy is -1060.23517 Eh. The calculation puts the frontier orbital gap at 7.81 eV.

Löwdin population analysis, charges in e, atoms 1 to 8: 0.9837 -0.2516 -0.2028 -0.0907 -0.0629 0.1166 0.1142 0.1023

Here is the molecule C4H12N2 from the OMol25 dataset. Energies are from ωB97M-V with the def2-TZVPD basis set.

Element x y z (Å)
1 C -0.41 1.09 1.61
2 C -0.16 0.48 0.23
3 C 1.35 0.27 -0.01
4 N 1.82 0.02 -1.38
5 C -0.97 -0.81 0.10
6 N -0.85 -1.39 -1.25
7 H -1.48 1.32 1.75
8 H 0.15 2.01 1.77
9 H -0.11 0.38 2.40
10 H -0.54 1.19 -0.53
11 H 1.71 -0.56 0.61
12 H 1.89 1.14 0.37
13 H 1.63 0.83 -1.96
14 H 1.28 -0.75 -1.76
15 H -0.58 -1.53 0.82
16 H -2.02 -0.60 0.39
17 H -1.38 -0.81 -1.89
18 H -1.33 -2.28 -1.27

Its strongest force on any atom is 0.6 eV Å⁻¹. The calculation puts the energy relative to the best compared isomer or geometry (same formula, charge and spin) at 0.190 eV. The calculation puts the HOMO energy at -8.713 eV. As for the multiplicity: 1. The structure (SMILES) is CC(CN)CN. For the LUMO energy, the calculation gives 1.082 eV. The total energy is -269.10937 Eh. The calculation puts the frontier orbital gap at 9.80 eV.

Löwdin population analysis, charges in e, atoms 1 to 8: -0.0883 -0.3967 -0.2698 -0.0112 -0.2719 -0.0100 0.0746 0.0722

- What is the multiplicity in the eleventh record?
  1